C9H20N2O4S | ωB97M-V with the def2-TZVPD basis set

Calculated values
Energy above the lowest of the compared OMol25 structures with the same formula, charge and spin   1.941 eV
SMILES string   CC[C@H](C)[C@H](N)C(=O)O.N[C@@H](CS)C(=O)O
Gap between HOMO and LUMO   9.100 eV
HOMO energy   -8.58 eV
Strongest force on any atom   4.60 eV/A
E_tot   -31662.2006 eV

Geometry as XYZ:
```
36
Properties=species:S:1:pos:R:3:lowdin_charge:R:1
C -3.0499 1.6169 2.0378 -0.103
C -2.5427 1.4101 0.6059 -0.231
C -2.5395 -0.0715 0.3157 -0.328
C -1.3995 -0.8200 1.0298 -0.049
C -2.2173 -0.2664 -1.1705 -0.253
N -2.1043 -1.7156 -1.4300 0.050
C -0.8725 0.4490 -1.4937 -0.452
O -0.6527 1.6430 -1.3426 0.089
O 0.1496 -0.3693 -1.7822 0.034
H -2.3860 1.2115 2.8934 0.103
H -3.1051 2.6392 2.2402 0.036
H -4.0951 1.2226 2.1544 0.085
H -3.1871 1.9624 -0.1522 0.150
H -1.5868 1.8007 0.5930 0.074
H -3.5285 -0.5115 0.5871 0.153
H -0.4733 -0.3077 0.8088 0.070
H -1.2647 -1.8487 0.6481 0.082
H -1.4306 -0.8603 2.1318 0.086
H -2.9322 0.1452 -1.7847 0.124
H -2.8374 -2.1244 -0.9151 0.074
H -2.3654 -1.8917 -2.3537 0.071
H -0.1638 -1.3466 -1.7289 0.141
N 2.1783 -1.4311 -0.7227 0.089
C 3.2591 -0.4866 -0.6282 -0.350
C 2.5899 0.8082 -0.9833 -0.474
S 3.6655 2.3168 -0.9802 0.761
C 3.9348 -0.5006 0.7360 -0.458
O 3.9001 0.4680 1.4692 0.070
O 4.5373 -1.6714 1.0814 0.094
H 1.4770 -1.0829 -0.1778 0.027
H 2.4426 -2.2466 -0.2840 0.060
H 4.0012 -0.6978 -1.3723 0.146
H 2.3415 0.7635 -1.9414 0.016
H 1.7053 0.9873 -0.4291 0.063
H 3.7928 2.4033 0.2918 -0.199
H 4.7593 -1.5972 2.0479 0.147
```

***

C9H20N2OS | ωB97M-V with the def2-TZVPD basis set

Calculated values
Energy above the lowest of the compared OMol25 structures with the same formula, charge and spin   3.887 eV
Charge   +2
2S+1   3
Gap between HOMO and LUMO (spin up / spin down)   5.966 / 6.381 eV
HOMO energy (spin up / spin down)   -11.77 / -18.52 eV
Strongest force on any atom   7.10 eV/A
E_tot   -25494.5970 eV

Geometry as XYZ:
```
33
Properties=species:S:1:pos:R:3:mulliken_spin:R:1
C -0.5262 -0.8147 -1.5784 0.026
C 1.4403 -0.4707 -0.5353 0.025
C -1.8986 0.6880 0.0778 0.185
C 0.4936 1.1197 1.3591 0.350
C -0.6842 0.6547 -0.9313 0.017
C 0.7272 0.7825 -0.1171 -0.039
C 2.6419 -2.4981 -2.4310 0.000
C -2.3986 2.3615 3.7308 0.107
C 1.3064 -2.4427 -1.8971 0.001
N -1.9397 1.3203 2.8500 0.571
N 0.8534 -1.0678 -1.7790 0.000
O -1.4272 3.0345 1.2208 0.094
S -1.2853 1.6690 1.5013 0.542
H -0.9458 -1.6390 -0.8990 -0.002
H -1.0494 -0.9700 -2.6295 0.000
H 2.6210 -0.3930 -0.5915 0.003
H 1.3981 -1.3194 0.1231 -0.003
H -2.7908 1.0989 -0.3450 0.014
H -2.0821 -0.3287 0.5043 0.004
H 0.5876 0.2215 1.9077 0.012
H 1.2120 1.8034 1.7137 -0.008
H -0.6809 1.3598 -1.7307 -0.010
H 1.3294 1.6220 -0.3766 0.014
H 2.6983 -1.9249 -3.4507 0.000
H 3.4106 -2.2188 -1.7293 0.000
H 2.9341 -3.5307 -2.6619 0.000
H -3.1755 1.8799 4.3177 0.008
H -1.5894 2.7857 4.2315 0.077
H -2.7608 3.2432 3.0169 0.009
H 1.2957 -2.9569 -0.9684 0.000
H 0.5160 -3.0177 -2.5063 -0.001
H -1.4511 0.5602 3.2451 0.001
H 1.2199 -0.6117 -2.6415 0.000
```